117
Properties=species:S:1:pos:R:3 method="wB97M-V/def2-TZVPD" orbital_gap_ev=10.44 e_homo_ev=-5.606 charge=-3
As 6.561 3.711 1.942
As -0.478 -3.270 3.453
As -6.405 -0.326 -3.039
As 4.044 -6.693 -2.491
As 0.138 2.097 -4.223
As -3.128 5.858 7.499
F 0.094 -4.206 4.723
F -2.316 6.245 6.083
F 4.975 -5.259 -2.230
F -1.063 1.070 -3.503
F -0.677 3.355 -3.484
F -4.622 6.332 6.723
F 0.465 -4.058 2.243
F 7.638 2.449 2.525
F -6.958 -0.199 -1.460
F 7.839 4.301 0.859
F -5.761 -0.420 -4.634
F 1.456 3.067 -4.767
F -1.391 -2.338 4.661
F -7.996 0.023 -3.605
F 6.115 2.641 0.619
F 1.037 1.718 -2.737
F 2.856 -5.863 -1.515
F 5.505 4.912 1.218
F 2.970 -8.054 -2.606
F -1.698 5.261 8.272
F 0.742 0.720 -5.068
F 0.855 -2.121 3.707
F -1.791 -4.323 3.221
F -1.103 -2.278 2.125
F 7.066 4.778 3.120
F -2.831 7.468 8.066
F -0.796 2.380 -5.556
F -4.818 -0.614 -2.353
F -6.734 -1.958 -3.034
F -4.070 5.530 8.950
F -6.010 1.379 -2.934
F 3.313 -5.963 -3.860
F -3.566 4.292 6.963
F 4.668 -7.381 -0.991
F 5.248 3.008 2.922
F 5.216 -7.428 -3.479
O 2.052 -2.211 -3.178
O 3.010 -0.508 0.476
O -4.120 0.991 1.548
O 1.017 1.322 2.179
O 0.128 -3.135 -0.664
O -1.650 3.570 -0.634
N 0.172 -0.598 0.473
N -4.044 1.921 -1.105
N 3.012 -3.206 -0.922
C 3.948 -2.505 -1.793
C 1.483 -2.032 -4.511
C 3.782 0.676 0.458
C 3.411 -2.638 -3.188
C -3.813 -0.303 2.033
C -0.502 -2.056 -1.347
C -2.661 4.107 -1.530
C -0.592 4.536 -0.544
C -0.432 -4.438 -0.855
C -5.239 2.159 -0.153
C -3.586 3.034 -2.069
C -0.316 0.922 2.310
C -5.272 0.918 0.738
C 1.700 1.464 3.424
C 3.784 -1.603 0.950
C 0.254 -0.803 -0.997
C 3.113 -2.936 0.545
C -0.695 0.557 0.908
H -4.547 -0.638 2.764
H 0.477 -1.706 -4.391
H 1.530 -2.958 -5.036
H -4.969 3.045 0.404
H -0.698 1.315 0.147
H 2.234 -3.124 1.139
H -3.176 4.867 -0.939
H 3.371 -3.728 -3.379
H -0.929 1.778 2.687
H 1.309 -0.781 -1.224
H 3.992 -1.618 2.008
H 4.885 -1.606 0.528
H 2.115 -1.429 -5.150
H 0.088 4.626 -1.437
H 4.951 -2.978 -1.724
H -1.061 5.447 -0.262
H -1.554 -2.055 -1.047
H 3.142 1.486 0.113
H -2.175 4.581 -2.373
H -0.514 -2.250 -2.442
H 4.655 0.580 -0.256
H 3.838 -3.672 0.906
H -4.570 3.431 -2.394
H -4.182 1.044 -1.604
H -3.172 2.517 -2.900
H -0.272 0.071 -1.493
H -0.235 -1.424 0.863
H -3.864 -0.979 1.213
H 0.046 4.286 0.259
H 1.526 0.552 4.009
H -3.297 1.794 -0.415
H 4.165 0.892 1.460
H -1.683 0.180 0.984
H 2.016 -3.161 -1.215
H 0.305 -5.162 -0.456
H -0.393 0.049 3.019
H 4.061 -2.142 -3.892
H -6.151 0.887 1.408
H 1.129 -0.469 0.888
H -0.599 -4.578 -1.935
H 3.947 -1.430 -1.529
H 2.798 1.519 3.300
H 3.221 -4.253 -1.164
H -2.833 -0.185 2.574
H -5.279 -0.027 0.175
H -1.411 -4.435 -0.337
H -6.130 2.418 -0.716
H 1.358 2.375 3.986

***

94
Properties=species:S:1:pos:R:3 method="wB97M-V/def2-TZVPD" orbital_gap_ev="7.20 / 7.17" e_above_lowest_kj_mol=0.0 e_homo_ev="-10.299 / -10.299" charge=+1
Se 0.463 -2.576 2.485
Se 3.307 -3.579 0.582
Ni -0.708 -1.117 0.807
S -2.059 -1.704 -0.800
N -0.431 1.725 0.913
N -0.967 -2.828 -2.957
N -0.537 -3.956 -1.138
N -0.626 1.251 -1.320
C -0.852 0.718 -2.625
C -0.202 -2.189 4.268
C -0.028 -0.285 -4.639
C 1.092 1.961 2.780
C 2.209 2.350 1.830
C -0.193 -3.953 -3.460
C -3.249 1.671 1.547
C 3.513 1.608 2.123
C -1.319 -0.382 -5.131
C 1.337 1.910 4.146
C -2.373 0.114 -4.378
C 2.119 1.808 -2.571
C 5.209 -3.747 0.944
C -2.703 1.108 2.851
C -3.316 1.299 -2.379
C 2.455 3.859 1.879
C -0.522 2.917 0.193
C 3.025 -1.846 1.447
C 0.045 -4.797 -2.180
C 1.687 0.396 -2.972
C -3.595 2.703 -2.926
C -1.138 -2.884 -1.647
C -2.978 -0.395 2.942
C -0.207 1.686 2.320
C -0.948 1.351 4.567
C 2.287 -1.935 2.764
C -4.594 0.467 -2.441
C -0.645 2.636 -1.119
C -1.249 1.388 3.206
C 0.233 0.277 -3.390
C -2.157 0.681 -3.126
C 2.060 -0.615 -1.897
C 0.325 1.603 5.039
B -0.489 0.652 -0.018
H -4.427 -0.567 -2.142
H 2.483 -1.213 0.738
H -5.026 0.468 -3.442
H 2.763 4.160 2.879
H 2.752 -2.663 3.429
H 3.987 1.969 3.034
H 2.328 2.127 4.517
H -0.269 -1.114 4.418
H -2.329 -0.947 2.234
H 2.258 0.133 -3.869
H -0.465 -5.761 -2.222
H 3.120 -0.548 -1.656
H -1.501 -0.812 -6.107
H -0.675 -4.236 -0.181
H 5.395 -3.759 2.016
H 0.744 -3.602 -3.897
H -0.487 3.874 0.681
H -4.447 3.147 -2.413
H 3.205 1.883 -2.611
H 5.528 -4.694 0.516
H 4.221 1.763 1.309
H -2.746 3.372 -2.807
H -0.713 3.315 -1.949
H 1.805 2.052 -1.558
H 1.850 -1.641 -2.206
H -2.931 2.697 1.369
H -3.024 1.394 -1.333
H -4.011 -0.634 2.696
H 0.525 1.575 6.100
H -3.375 0.081 -4.779
H 3.352 0.535 2.233
H -1.745 1.140 5.268
H -3.280 1.580 3.653
H 3.246 4.139 1.185
H 1.565 4.427 1.622
H -0.754 -4.499 -4.220
H 1.105 -4.964 -1.990
H -1.180 -2.654 4.358
H 4.009 -1.400 1.603
H -2.755 -0.780 3.935
H -3.832 2.652 -3.988
H -2.952 1.073 0.684
H 1.898 2.086 0.816
H 0.483 -2.643 4.979
H -5.340 0.896 -1.775
H 0.804 -0.630 -5.240
H 1.492 -0.411 -0.986
H -1.270 -2.026 -3.499
H 2.211 -0.969 3.264
H 1.709 2.559 -3.242
H -4.337 1.658 1.593
H 5.754 -2.936 0.466

***

90
Properties=species:S:1:pos:R:3 method="wB97M-V/def2-TZVPD" smiles=c1ccncc1.c1ccncc1.c1ccncc1.c1ccncc1.c1ccncc1.c1ccncc1.ClCCCl.ClCCCl.ClCCCl orbital_gap_ev=9.58 e_above_lowest_kj_mol=264.6 e_homo_ev=-9.425 charge=0
Cl -1.495 -2.914 8.662
Cl -1.811 -4.770 5.941
Cl 3.380 3.834 -8.867
Cl 1.163 -8.133 0.000
Cl -0.994 -7.349 -2.836
Cl 4.781 0.705 -9.022
N -5.256 0.519 -4.709
N 1.013 -0.699 1.388
N 7.520 2.657 -3.187
N -6.509 2.574 2.392
N 3.769 -6.733 8.566
N 0.323 8.031 -0.121
C -7.212 2.690 1.257
C 8.041 0.278 -2.893
C 2.134 -0.232 -0.660
C -4.944 -2.238 -3.982
C 4.067 -5.578 9.124
C 3.025 1.093 -8.851
C -0.545 -7.725 -0.175
C 0.986 8.258 -1.317
C 7.292 2.840 -1.893
C 4.206 -4.535 6.973
C -5.899 -1.811 -4.894
C 7.964 1.442 -3.658
C 1.848 -1.091 0.381
C -6.766 3.421 3.421
C 1.544 1.059 -0.675
C -0.914 7.458 -2.567
C 0.417 7.957 -2.525
C 3.588 -6.776 7.224
C -7.817 4.352 3.364
C -1.639 -2.273 7.001
C -2.519 -3.134 6.074
C -4.245 0.120 -3.936
C -0.981 7.631 -0.177
C 0.600 1.400 0.261
C -3.998 -1.287 -3.606
C -1.305 -8.380 -1.359
C 4.311 -4.421 8.339
C 7.411 1.723 -1.027
C -6.097 -0.458 -5.117
C -8.525 4.478 2.126
C 0.355 0.512 1.288
C -1.608 7.308 -1.328
C 2.851 2.362 -8.028
C 7.826 0.465 -1.513
C 3.853 -5.701 6.384
C -8.224 3.618 1.095
H -6.146 3.370 4.304
H -3.199 -1.683 -2.996
H -0.374 0.776 2.040
H -0.945 -9.405 -1.453
H -0.671 -6.649 -0.301
H -7.930 5.028 4.198
H 4.745 -3.517 8.740
H 3.568 -7.750 6.757
H 6.774 3.733 -1.576
H 7.279 1.887 0.032
H -4.950 -3.288 -3.730
H -2.169 -1.327 7.111
H -1.433 7.332 0.758
H -1.070 -8.103 0.702
H 3.849 -5.832 5.312
H 4.456 -3.688 6.351
H 4.125 -5.458 10.196
H 2.720 1.319 -9.873
H -2.654 -2.730 5.070
H -1.298 7.359 -3.572
H 3.326 2.255 -7.053
H 1.739 1.748 -1.483
H 1.800 2.471 -7.760
H 1.928 8.785 -1.345
H -0.625 -2.173 6.614
H -8.826 3.582 0.199
H 2.511 0.229 -8.428
H -6.959 1.959 0.503
H -9.215 5.305 2.047
H -3.653 0.951 -3.581
H 8.184 1.498 -4.714
H 2.223 -2.103 0.428
H -2.651 7.028 -1.319
H -3.499 -3.244 6.540
H -6.933 -0.084 -5.689
H 2.792 -0.468 -1.484
H 8.298 -0.686 -3.308
H -0.123 2.201 0.206
H 0.977 8.107 -3.437
H -2.379 -8.354 -1.179
H 8.064 -0.398 -0.909
H -6.624 -2.526 -5.253

***

20
Properties=species:S:1:pos:R:3 method="wB97M-V/def2-TZVPD" smiles=C1CCNC1.O.O orbital_gap_ev=9.66 e_above_lowest_kj_mol=72.2 e_homo_ev=-8.970 charge=0
O 0.703 -3.440 0.035
O 3.289 -1.384 2.166
N -1.848 1.389 -1.441
C -0.742 0.486 -1.722
C -0.441 1.312 0.542
C -0.113 0.143 -0.368
C -1.358 2.209 -0.340
H 0.015 -3.781 0.622
H 4.112 -1.431 2.660
H 0.438 1.869 0.837
H 2.716 -2.048 2.554
H -2.667 0.850 -1.190
H 0.958 -0.088 -0.479
H 0.288 -2.610 -0.236
H -2.173 2.652 0.214
H -0.446 -0.804 0.044
H -1.032 -0.419 -2.258
H -0.911 1.068 1.487
H -0.766 3.008 -0.780
H -0.021 1.019 -2.346